(1)
170
Properties=species:S:1:pos:R:3:forces:R:3 method="wB97M-V/def2-TZVPD" homo_lumo_gap_ha=0.3141 total_charge=+1 homo_energy_ha=-0.4019
Br -4.356762 -0.967197 1.586934 0.00 -0.02 0.06
Br -1.884185 -1.656122 -6.375175 -0.37 0.06 0.16
Br -4.666891 -3.286597 -4.576058 0.04 -0.03 -0.06
Br 5.789123 -6.135434 -1.276630 0.09 -0.02 -0.04
Br -5.489131 4.430558 -8.352013 -0.02 -0.05 -0.02
Br -3.462133 1.075996 4.527761 -0.01 0.06 -0.05
Br -2.802976 -7.372296 -3.702019 0.09 -0.13 0.09
Br -0.497518 -0.848914 10.188754 0.01 -0.08 0.05
Br -9.767026 2.292568 6.052652 0.14 -0.06 -0.04
Br -7.743925 4.241095 -5.438304 0.03 0.07 -0.06
Br 8.094524 -2.528156 -2.832436 -0.12 0.08 0.03
Br -2.723056 5.386883 -5.106674 -0.34 -0.39 -0.64
Br -7.824836 2.394297 2.914925 -0.40 0.24 -0.10
Br 1.860321 0.459740 12.717441 -0.37 -0.02 0.24
Br 1.450129 -1.979699 -7.297774 0.42 0.02 -0.48
Br 8.036551 -5.915409 1.642875 -0.09 -0.06 -0.01
Br -1.920214 2.100942 -6.541971 0.30 0.01 0.12
Br 6.140986 -2.686222 0.293391 0.03 0.06 0.00
Br -1.924896 -5.330463 -0.755210 -0.15 -0.02 -0.14
Br -0.768868 -2.220020 -10.236618 0.15 0.03 0.01
O 1.681892 1.975119 1.382565 -0.46 1.89 -4.33
O 2.924287 -0.462786 -2.662481 0.19 1.88 -0.57
O -1.869287 6.467479 -2.677094 2.58 -0.04 1.78
O -0.787064 -0.026191 -3.430648 2.84 0.35 -0.38
O -0.377311 7.963078 -1.713346 -0.84 -4.28 -2.49
O 4.404509 2.769652 -1.119004 -3.65 -2.92 1.04
N 0.783237 -1.894875 -4.053373 0.99 1.86 0.88
N 2.145642 2.234464 -0.924544 -0.82 -0.41 0.28
N 1.842408 2.254009 -3.397034 0.86 1.02 -0.02
C 3.555931 1.921580 -0.700750 4.73 1.54 -0.11
C 1.626863 0.008438 -2.205665 -0.75 -1.36 0.11
C -1.909541 -3.313289 -5.351378 0.07 0.00 -0.11
C 3.117231 1.744408 -3.998942 2.07 -0.90 -1.66
C 4.177905 0.660211 0.057766 -0.02 0.03 0.99
C -0.552619 6.881630 -2.337487 1.16 3.62 2.26
C 0.687596 -0.784055 5.477722 1.22 -0.16 0.12
C 7.483822 -7.035723 -0.935687 -0.20 -0.14 -0.16
C -7.055872 3.308558 -8.058225 0.05 0.08 -0.26
C 2.229914 -0.385279 5.837030 0.00 -0.32 0.18
C -3.669140 -5.940954 -1.377758 0.03 0.01 0.22
C -5.211020 0.469498 3.913677 0.23 -0.03 0.14
C 0.924723 -3.113423 -9.876474 -0.29 0.00 -0.16
C 3.093752 0.868088 7.995108 -0.95 -1.02 1.10
C -0.468216 -1.721276 1.852404 -1.17 -0.85 0.12
C 0.105123 -3.018902 1.065019 1.00 0.50 1.19
C 7.606650 -7.443485 0.511424 0.26 0.03 0.11
C -5.143336 -0.936080 3.369970 -0.17 -0.06 -0.12
C -3.776713 3.749494 -5.120419 -0.01 0.21 0.05
C -3.190158 -4.077588 -5.572268 -0.07 -0.08 0.08
C -8.143502 4.066102 -7.338300 -0.15 -0.14 0.16
C -0.501953 -1.056978 12.127050 -0.24 0.02 -0.09
C -4.067656 5.812129 -1.609299 0.46 -0.18 0.40
C -7.873708 3.662655 4.395500 0.28 0.01 -0.08
C 0.788883 6.071087 -2.736505 -0.56 -0.30 -1.11
C 3.373140 0.166794 -3.878619 0.91 -0.10 -0.81
C 3.981244 1.637659 10.343528 -0.45 -0.92 -0.17
C -0.071557 0.214265 12.817377 0.21 -0.06 0.28
C -2.897598 2.545070 -4.916454 -0.24 -0.26 -0.01
C -0.062775 3.275069 0.293765 0.00 -0.68 -0.40
C 2.805575 0.817833 9.596981 1.43 0.27 -0.45
C -0.644031 -1.953186 3.433162 -0.53 0.83 0.33
C 1.323448 -0.793419 -0.816246 -0.75 -0.23 -0.70
C -7.963482 2.952382 5.723595 -0.26 0.11 0.20
C 0.547887 4.519219 -3.069964 0.28 -0.29 -1.19
C 1.954024 -2.264011 -0.765479 0.32 -0.44 1.51
C -2.445923 5.765437 -1.544088 -1.44 -0.86 1.22
C 1.336863 2.456655 0.259810 -0.54 -1.32 4.38
C 1.035235 -3.514713 -8.426513 0.23 -0.18 0.02
C -3.597603 -7.346129 -1.923772 -0.20 0.00 -0.13
C 0.721940 -1.846004 4.275174 -0.72 0.09 0.01
C 8.048283 -1.291692 -1.326152 0.27 -0.06 -0.15
C 1.971267 3.762808 -3.300511 -0.65 2.55 -1.07
C 1.487240 1.598111 -2.064857 -2.01 -1.05 0.65
C 1.665972 -2.813404 0.744797 0.42 0.44 -0.36
C 7.949607 -2.030035 -0.014325 -0.18 0.14 0.21
C 2.585585 -0.562157 7.398514 1.52 0.95 -0.68
B 0.527886 -0.658460 -3.256645 -1.66 -0.15 -0.60
H -3.496755 -4.116856 -6.617703 0.08 0.09 0.14
H -8.710248 4.335818 4.209011 0.08 -0.16 0.09
H 1.716176 -2.436643 -10.197873 -0.08 -0.12 0.14
H -3.097141 -5.092167 -5.185820 0.03 0.13 0.00
H -1.742359 -3.043978 -4.308746 -0.02 -0.06 -0.17
H 3.507466 -1.254561 7.489436 -1.63 0.83 -0.03
H 4.977492 1.299882 9.866289 -1.50 0.81 0.77
H -6.146101 -1.347954 3.245281 0.07 0.11 0.04
H 3.795030 2.754328 10.210779 0.55 -1.45 0.32
H -7.386542 3.015858 -9.055852 -0.02 0.05 0.12
H -4.017815 -5.210924 -2.108891 0.05 -0.16 0.04
H -4.313317 -5.903879 -0.497952 0.06 -0.06 -0.09
H -4.481635 3.855531 -4.294135 0.08 -0.07 -0.05
H -3.009560 -8.021883 -1.303066 -0.04 0.18 -0.07
H -0.527749 1.109710 12.395571 0.04 -0.19 -0.01
H 2.955990 -1.041784 5.221402 -1.27 0.97 0.89
H 0.250131 -1.258900 6.419518 0.35 0.62 -1.36
H -2.110854 6.204469 -0.533828 -0.32 -0.37 -1.70
H 2.789926 4.115823 -2.595352 -1.15 -1.10 -0.60
H 4.026762 1.333732 11.450270 -0.02 0.82 -1.63
H 3.068167 1.990180 -5.127227 0.03 -0.36 1.80
H 0.923230 -3.995229 -10.518996 0.04 0.04 0.15
H 8.274239 -6.359699 -1.261698 -0.10 -0.08 0.14
H 3.537161 0.292329 0.936844 0.76 0.62 -1.52
H 8.614886 -2.891486 0.047812 -0.11 0.11 -0.09
H -1.324427 -1.096765 3.806238 0.94 -1.27 -0.60
H -7.759863 3.643625 6.542839 0.02 -0.03 -0.14
H 0.095179 0.161624 5.242754 0.67 -1.33 0.10
H 4.222593 1.023686 7.825597 -1.80 -0.31 0.07
H 4.418810 -0.224784 -0.617653 -0.63 1.32 0.59
H 8.985805 -0.736701 -1.385251 -0.09 -0.07 0.07
H 1.100464 -1.552640 -4.989389 -0.83 -0.88 0.65
H -4.328719 3.732191 -6.061284 0.13 -0.09 0.20
H -0.509545 -3.243369 0.119413 1.06 0.32 1.50
H -4.599438 -7.758464 -2.053483 0.09 0.10 0.02
H 2.515697 1.716785 7.496279 0.80 -1.05 0.71
H 2.467961 0.704972 5.545689 -0.53 -1.68 0.32
H -7.292800 2.097060 5.801264 -0.07 0.16 -0.08
H 8.154175 -1.357887 0.820627 0.01 -0.03 -0.13
H 1.763893 1.219886 9.860115 1.62 -0.70 -0.44
H -9.086033 3.518124 -7.381178 0.13 0.02 -0.02
H -2.157142 2.682345 -4.127754 -0.14 0.06 -0.07
H -2.132852 4.650917 -1.527573 -0.29 1.70 -0.30
H 1.577274 -2.434121 -3.676495 -0.29 0.46 -0.30
H 0.028760 4.487311 -4.104524 0.56 0.00 1.70
H 7.215875 -0.609728 -1.500313 0.09 -0.13 0.11
H 1.548770 -1.512960 3.557858 -0.98 -0.72 1.06
H -3.498143 1.660902 -4.694633 0.04 0.08 -0.02
H 0.928390 -2.874874 4.742262 0.18 1.53 -0.87
H 1.866294 -4.206517 -8.281204 -0.06 0.10 -0.03
H -4.553093 -1.610954 3.989912 -0.04 0.17 -0.06
H -0.150231 3.969007 -2.358903 1.15 0.88 -0.62
H -4.431981 4.718134 -1.572282 0.31 1.85 -0.18
H -0.837579 0.293359 -4.361957 -0.62 -0.73 0.51
H 2.898804 -0.284932 9.930287 -0.37 1.75 -0.51
H 8.436866 -8.138548 0.645594 -0.08 0.07 -0.08
H 2.302420 4.099414 -4.357340 -0.40 -0.65 1.66
H 6.696634 -7.889692 0.912167 0.10 0.11 -0.14
H 7.473578 -7.914369 -1.582586 0.02 0.05 0.12
H 3.104309 -2.278942 -0.860592 -1.87 0.28 -0.21
H 1.094500 2.102230 -4.110908 0.33 -0.23 0.97
H 1.140144 6.559690 -3.724949 -0.56 -0.67 1.53
H 0.137325 -1.909359 12.356459 -0.03 0.20 0.00
H -6.939548 4.221621 4.321182 -0.08 -0.07 0.06
H 0.122785 -3.962070 -8.031540 0.06 0.15 -0.12
H 1.742128 -1.004241 8.024517 1.02 0.74 -0.92
H 0.043048 -3.886035 1.827254 -0.18 1.15 -1.51
H -8.296264 5.073253 -7.725547 0.11 -0.16 0.02
H -1.053789 -3.884137 -5.716118 -0.08 0.01 0.09
H -5.561490 1.198525 3.183158 0.19 -0.31 0.18
H 4.520850 0.027408 -3.903178 -1.85 0.26 0.09
H -0.295955 0.165419 13.884117 -0.04 -0.06 -0.13
H -0.571455 3.117070 1.316282 1.27 0.04 -1.58
H 2.088182 -1.986748 1.436784 -0.69 -1.36 -0.92
H -0.793195 2.830628 -0.475931 1.06 0.92 0.95
H -1.521291 -1.537605 1.415307 1.65 0.03 0.77
H -6.717027 2.423898 -7.518990 -0.12 0.15 -0.02
H 0.088294 4.396142 0.153546 -0.10 -1.55 -0.12
H 3.007770 -0.355482 -4.846117 0.11 0.65 1.68
H 0.169605 -0.784847 1.723421 -0.79 -1.24 0.00
H 4.062925 2.273664 -3.620834 -1.94 -0.44 -0.01
H 0.172531 -0.921853 -0.784852 1.68 0.29 0.16
H 2.307760 -3.745164 0.976873 -1.15 1.32 -0.65
H -4.439734 6.348129 -2.548523 0.64 -0.89 1.30
H 1.497121 -3.001409 -1.517554 0.60 1.24 0.96
H -1.223129 -2.920196 3.688680 1.00 1.38 -0.66
H 1.646148 6.263464 -1.994176 -1.73 -0.26 -0.80
H -4.481929 6.365673 -0.684943 0.68 -0.90 -1.55
H -5.851139 0.509664 4.796155 0.03 -0.08 -0.12
H 5.183303 0.986705 0.523065 -1.69 -0.21 -0.95
H 0.353164 1.798130 -1.957254 1.86 -0.44 -0.10
H 1.610133 -0.214907 0.116553 -0.20 -0.65 -1.32
H -1.533775 -1.302503 12.382992 0.11 0.07 0.01

=====

(2)
14
Properties=species:S:1:pos:R:3:forces:R:3 method="wB97M-V/def2-TZVPD" homo_lumo_gap_ha=0.3734 de_lowest_kj_mol=455.4 homo_energy_ha=-0.3629
O 1.857956 1.219546 0.213506 0.17 0.47 0.13
O 2.225413 -0.890822 0.035723 0.41 -0.16 0.11
N -0.296605 -1.501920 -0.327443 0.06 -0.14 -0.16
N -0.329237 0.088239 1.719434 1.20 -0.76 -3.47
N 1.503126 0.077690 0.073331 0.31 -0.31 -0.40
C -0.676252 0.874117 -0.852680 0.25 -0.06 -0.14
C 0.038657 -0.185271 -0.063042 -2.00 0.85 4.24
H -1.746998 0.777845 -0.706460 -0.06 -0.09 0.04
H -0.353215 1.862783 -0.535509 -0.01 -0.08 -0.03
H -1.245342 -0.334820 1.818733 -0.16 0.05 -0.20
H -0.453470 0.761940 -1.914233 0.00 0.03 -0.14
H -0.479463 -1.695256 -1.304588 0.06 0.05 0.10
H -0.424431 1.096121 1.781437 -0.11 0.09 0.01
H 0.379865 -2.150186 0.061797 -0.12 0.06 -0.11

=====

(3)
26
Properties=species:S:1:pos:R:3:forces:R:3 method="wB97M-V/def2-TZVPD" homo_lumo_gap_ha=0.2761 total_charge=-2 de_lowest_kj_mol=85.6 homo_energy_ha=-0.0826
S 0.982838 -1.475096 0.419142 -0.11 0.43 0.59
P 2.601989 -0.583121 2.388906 -2.67 -0.15 -0.81
O 3.462719 -1.262501 3.347433 0.67 -1.24 1.07
O 2.965245 0.734183 1.865660 0.42 1.27 -0.60
O 0.087871 -2.597353 0.731612 -0.24 0.69 -0.01
O 2.480798 -1.600440 0.861835 0.19 0.11 -1.13
O -3.917398 2.035347 -1.111181 1.32 -1.03 -0.94
O -3.296801 0.674693 -2.814877 1.15 0.44 0.92
N 0.913712 -0.749413 2.401739 -0.07 -1.49 1.62
N -1.419344 2.769509 -0.414750 -1.48 0.72 1.11
C -1.514024 1.491511 -1.166164 -2.83 1.04 0.44
C 0.334211 0.321106 0.097867 1.76 1.19 0.39
C -3.058066 1.366995 -1.791601 -1.12 0.83 1.32
C -1.096003 0.259751 -0.395353 2.94 1.82 -2.45
C 1.316807 -2.027757 -1.409696 -3.38 -1.54 2.99
H 0.521351 -1.494233 3.066337 1.13 1.22 -1.39
H -1.551585 0.061828 0.469880 -2.92 -0.44 3.05
H -0.920483 1.714210 -2.011575 0.99 -0.62 -1.06
H -2.253762 2.994741 0.172488 -0.62 -0.53 -1.97
H 0.228267 0.748583 1.116545 0.98 -0.40 -0.77
H 1.629368 -3.046406 -1.116413 -0.21 0.38 -0.84
H 2.091827 -1.449315 -1.682845 2.58 1.94 -1.60
H -0.914847 2.693129 0.431225 2.29 -0.71 0.64
H 0.349746 -1.970287 -2.001376 1.43 -0.08 0.73
H -1.169899 -0.566909 -0.990763 -0.70 -2.21 -1.93
H 1.145461 0.957246 -0.464075 -1.51 -1.65 0.63

=====

(4)
58
Properties=species:S:1:pos:R:3:forces:R:3 method="wB97M-V/def2-TZVPD" homo_lumo_gap_ha=0.2241 total_charge=-1 homo_energy_ha=-0.1522
Br -5.675627 0.087260 -0.940715 0.16 0.24 0.18
Br -4.237127 2.339619 -2.754943 0.62 0.12 0.13
S -2.920134 5.429657 -1.527024 0.00 -1.00 -1.37
F 2.933496 -5.265190 1.365893 0.10 0.18 -0.01
F 2.150002 -3.416494 2.165360 0.04 0.07 -0.08
F 1.228761 -5.295260 2.699418 0.12 0.06 0.08
O -3.604334 5.555980 -2.755298 -0.44 0.07 -0.39
O -2.701999 6.615462 -0.794370 0.41 0.11 1.12
O 1.393634 -4.061828 -0.628575 0.36 0.15 0.36
O -1.571857 4.618283 -1.849882 -0.63 0.45 0.53
O 1.960813 3.387726 0.685723 -0.18 -0.17 -0.66
O -0.066364 -5.612766 0.276416 0.00 -0.25 0.87
O -3.601916 4.269997 -0.650575 0.69 0.70 0.47
C 2.931417 -0.712316 0.383544 -0.03 -0.76 1.43
C -0.361754 4.149333 0.232069 -0.51 -1.35 -0.24
C 2.811123 1.432676 -0.568114 -0.47 1.53 0.13
C 0.603329 3.007331 0.680878 -1.08 0.09 1.51
C -3.333917 1.912074 -1.074697 -0.36 -0.33 0.08
C 2.815556 0.645875 0.556397 -0.01 0.01 0.17
C 2.642694 2.943291 -0.476938 0.82 -0.11 -0.18
C 0.470015 -6.744629 -0.362935 -0.28 -0.16 -0.18
C -3.501996 0.257457 0.867271 0.10 0.50 -0.39
C -1.313228 3.611266 -0.851053 0.14 -0.07 -0.60
C -4.296050 1.207416 -0.070424 0.21 -0.81 -0.10
C -2.701641 3.158495 -0.383553 -1.85 -0.03 -0.28
C 1.295007 -7.659793 0.536072 0.27 0.00 -0.07
C 2.923974 0.874273 -1.816260 -0.03 0.27 -0.79
C 3.039971 -1.282443 -0.852265 0.28 -1.17 -1.04
C 3.038802 -0.490394 -1.974901 0.04 0.48 -0.54
C 0.249955 2.587776 2.142250 0.89 0.61 -0.62
C 1.789439 -4.620680 1.655153 -0.47 -0.59 0.08
C 0.796441 -4.438023 0.462946 0.14 0.39 -1.18
H 1.021375 -6.474474 -1.269325 0.14 0.18 0.13
H -0.522629 1.817974 2.169700 -0.03 0.17 0.16
H 2.180962 3.307981 -1.407756 -0.15 0.05 0.22
H -2.543943 -0.015070 0.412482 -0.04 0.10 0.14
H 2.307321 -7.285787 0.667881 -0.01 0.00 0.05
H -2.547587 1.197446 -1.329737 -0.11 0.12 -0.09
H 3.109267 -2.357100 -0.991258 -0.25 0.01 0.39
H 3.642425 3.393411 -0.437295 -0.20 0.11 0.12
H 2.907286 -1.375221 1.242535 0.01 0.09 -0.04
H -4.031766 -0.681643 1.005737 -0.05 0.20 0.32
H 0.386528 2.128018 0.062379 0.64 0.07 -0.18
H -3.329501 0.767155 1.818967 0.10 -0.28 0.02
H 3.093605 -0.886520 -2.982970 0.05 -0.23 0.17
H -0.010364 3.491661 2.699888 -0.27 -0.27 0.12
H 1.378008 -8.654221 0.086111 -0.08 0.00 -0.01
H -4.866188 1.922803 0.522287 0.00 0.08 -0.29
H 0.055833 -3.724502 0.900316 -0.11 -0.03 0.03
H 2.702637 1.087150 1.537818 0.07 -0.05 -0.01
H -0.938923 2.769080 -1.442906 0.56 0.24 0.25
H -0.403645 -7.317016 -0.695233 -0.05 0.08 -0.02
H 2.902020 1.535316 -2.681881 -0.03 -0.12 0.02
H 0.838163 -7.752912 1.522225 -0.07 -0.02 -0.04
H 0.151980 5.037775 -0.133013 0.05 -0.13 0.04
H 1.182636 2.230219 2.580733 -0.29 -0.35 0.09
H -1.011337 4.386193 1.079813 0.33 0.51 -0.04
H -2.840649 2.960852 0.685630 0.77 0.24 0.00

=====

| no. | E_LUMO (eV) | DFT total energy (a.u.) |
| --- | --- | --- |
| 1 | -2.39 | -53967.07963 |
| 2 | 0.29 | -395.03153 |
| 3 | 5.27 | -1497.63329 |
| 4 | 1.96 | -7112.08280 |